Version P
15
Properties=species:S:1:pos:R:3 method="wB97M-V/def2-TZVPD" total_charge=0
H -0.9471 -2.3485 -0.0551
O 2.8232 -0.3286 0.3516
O 1.3314 0.3195 -1.5129
C -1.8549 1.7239 -0.2098
C 0.2414 -0.8690 0.6310
S 1.3865 0.3524 -0.0795
C -1.4478 0.5250 -0.5876
H 0.5076 -2.1832 -0.8495
H -2.8245 1.9610 -0.6633
H -1.8480 -0.0527 -1.3753
N 0.1012 -2.0961 0.0234
H -0.0170 -0.9109 1.7058
O 1.2806 1.4962 0.7673
H -1.6420 2.3426 0.6461
H 2.9094 0.0682 1.2079

***

Version Q
15
Properties=species:S:1:pos:R:3 method="wB97M-V/def2-TZVPD" total_charge=0
H -3.0212 -1.3636 -0.1748
C -0.9236 -0.6954 0.0620
C 1.9837 1.6909 -0.0653
H 1.7164 2.2909 0.8258
H -2.6829 0.0360 0.7645
O 1.6825 -0.6898 -1.1820
C -2.4021 -0.4292 -0.1135
O 1.8779 -0.5106 1.2698
H 1.5719 2.1834 -0.9434
H -2.5531 0.2176 -0.9267
O -0.2322 0.4178 0.1399
S 1.4221 -0.0046 0.0571
N -0.3612 -1.8537 0.0549
H -1.0529 -2.5910 0.1606
H 2.9746 1.3012 0.0709

***

Here are the energies relative to the best structure, in eV: version P 3.434; version Q 0.000.